63
Properties=species:S:1:pos:R:3:forces:R:3 method="wB97M-V/def2-TZVPD" spin_multiplicity=5 e_tot_ev=-270404.9954 max_force_ev_per_a=1.5 orbital_gap_ev="7.07 / 4.99"
Pd -1.311587 -1.181325 0.956402 0.13 0.49 -0.45
S -4.858933 -3.025785 2.714217 0.09 0.36 0.46
As -3.424091 -1.483924 3.083248 -0.18 0.00 -0.03
S -3.503256 0.025407 1.470668 0.51 -0.60 0.37
S -1.359514 -2.299732 2.945127 -0.58 0.48 -0.19
S -3.938553 -0.794089 5.016424 -0.24 -0.43 -0.36
C -2.176534 -3.035218 0.081567 -0.51 -0.94 -0.17
C -2.374165 -2.676289 -1.294135 -0.03 0.13 -0.35
C -1.416312 -3.009116 -2.274198 -0.13 0.05 0.30
C -1.587702 -2.629780 -3.581967 -0.07 0.02 -0.19
C -2.722766 -1.898769 -3.954793 0.16 -0.26 0.98
C -3.687706 -1.562458 -2.996547 0.06 -0.03 -0.21
C -3.518469 -1.947690 -1.689678 0.12 -0.19 0.25
C -2.855751 -1.455623 -5.288579 -0.08 0.19 -0.51
N -2.939998 -1.066869 -6.364593 -0.04 0.10 -0.32
H -1.424383 -3.811386 0.269571 -0.18 0.39 0.06
H -3.109200 -3.179321 0.644208 0.49 0.21 0.05
H -0.536141 -3.566736 -1.979560 0.02 -0.01 -0.01
H -0.847732 -2.877683 -4.330274 0.01 -0.03 -0.03
H -4.555508 -0.991028 -3.291636 -0.05 0.01 -0.03
H -4.255824 -1.674817 -0.942367 0.08 -0.01 0.00
C 1.837859 -2.600999 0.024897 -0.52 -0.16 0.11
O 3.184276 -2.164745 0.065751 0.32 -0.13 0.04
C 3.533833 -0.898595 0.296453 0.28 0.42 -0.06
O 4.694550 -0.578150 0.236468 -0.05 -0.18 -0.07
C 2.493660 0.112994 0.662915 0.03 0.06 0.29
C 2.476238 1.271413 0.000368 -0.09 0.12 -0.10
As 1.234595 2.784372 0.434623 0.52 0.36 0.22
C 1.159451 3.819005 -1.240924 0.14 -0.06 -0.08
C -0.060748 1.367504 0.266570 0.10 0.47 0.12
C -0.261232 0.615984 1.467020 0.01 -0.93 0.71
As 1.386227 -0.329132 2.237080 0.42 0.55 -0.09
C 2.137422 1.067519 3.439755 -0.07 0.05 -0.03
C -0.728546 1.439410 2.601081 -0.68 0.42 0.52
O -0.749177 2.650775 2.585667 -0.19 -0.37 0.14
O -1.042212 0.695723 3.668543 0.22 0.11 -0.18
C -1.424752 1.427361 4.831781 -0.06 0.35 0.22
C -0.437612 0.780606 -0.954561 -0.47 -0.40 -1.41
O -1.010072 -0.335420 -1.011290 0.27 0.54 0.15
O -0.146850 1.465431 -2.056355 -0.18 -0.14 1.09
C -0.468352 0.868449 -3.297093 -0.13 -0.39 -0.67
C 3.207212 1.449672 -1.283094 -0.05 -0.33 -0.16
O 2.769373 0.947337 -2.287310 0.17 0.06 -0.09
O 4.266905 2.245903 -1.311209 -0.08 0.04 -0.68
C 4.825915 2.713518 -0.097805 0.18 0.13 0.62
H 1.825204 -3.439210 -0.672874 -0.06 0.10 0.02
H 1.146841 -1.819343 -0.333863 0.25 -0.20 0.05
H 1.523277 -2.960875 1.018634 0.07 0.16 -0.36
H 1.748459 4.728807 -1.088620 -0.04 -0.20 0.08
H 0.122736 4.114269 -1.413536 0.06 -0.10 0.07
H 1.526699 3.279123 -2.110564 -0.03 0.00 0.03
H 1.920689 2.087978 3.113299 0.02 -0.19 0.00
H 3.220743 0.922754 3.474079 -0.12 -0.06 -0.08
H 1.736901 0.915996 4.442596 -0.03 -0.05 -0.08
H -1.422057 0.720538 5.657702 0.05 0.01 -0.09
H -2.429396 1.835552 4.701386 0.11 -0.02 -0.02
H -0.719204 2.243131 4.992601 -0.07 -0.04 0.12
H 0.070821 1.432774 -4.055618 -0.07 -0.02 0.10
H -1.546256 0.920293 -3.472698 0.10 -0.01 0.02
H -0.147115 -0.173150 -3.312280 0.00 0.08 -0.02
H 5.682416 3.320139 -0.385861 -0.10 -0.01 0.07
H 5.157245 1.868503 0.509729 -0.04 0.10 -0.01
H 4.108159 3.329014 0.463453 0.20 -0.09 -0.11


8
Properties=species:S:1:pos:R:3:forces:R:3 method="wB97M-V/def2-TZVPD" spin_multiplicity=3 e_tot_ev=-40451.3002 max_force_ev_per_a=2.9 relative_energy_ev=0.000 orbital_gap_ev="5.57 / 6.30"
N -1.336109 0.538547 0.589901 -0.44 -0.64 -0.83
N 0.757033 -0.585643 -1.077548 -1.34 0.39 -0.28
N 0.217411 -1.320397 1.135439 -0.60 -0.78 1.73
P -1.251692 -0.843549 1.458773 -1.04 1.18 0.99
P 1.092784 -1.876197 -0.062041 2.08 -0.97 -1.74
P -0.221622 0.598522 -0.580375 1.55 1.84 -1.02
I 1.501646 2.225164 0.329761 -0.76 -0.25 -0.34
H -0.759450 1.263554 -1.793910 0.55 -0.78 1.47


49
Properties=species:S:1:pos:R:3:forces:R:3 method="wB97M-V/def2-TZVPD" spin_multiplicity=1 total_charge=-4 e_tot_ev=-172552.8660 max_force_ev_per_a=11.0 relative_energy_ev=1.819 orbital_gap_ev=6.56
K -0.138344 -0.629646 0.047436 0.44 0.32 0.01
N 0.766999 2.947469 -3.982557 0.18 -3.62 0.78
S 1.170391 3.619186 -2.673153 2.58 4.47 4.52
O 2.500133 3.315936 -2.155785 -0.80 -0.03 -1.43
O 0.254401 3.812415 -1.584959 -0.77 0.24 -1.31
F 1.351209 5.121266 -3.327605 -0.24 -0.11 0.09
S 1.115649 1.367204 -3.331038 -1.62 -5.25 -1.90
O 0.538630 0.940676 -2.020441 2.18 2.05 -3.17
O 2.296775 0.727263 -3.934280 -2.03 2.15 1.75
F -0.051132 0.672407 -4.287486 0.41 0.53 0.15
N -2.027734 -0.975227 2.175559 0.42 -4.19 0.66
S -2.004990 -2.591906 2.621629 -0.34 -4.98 -3.92
O -3.311858 -3.217082 2.795216 1.40 1.21 0.48
O -0.899855 -3.125673 3.403474 -1.51 1.07 -0.91
F -1.677866 -3.077206 1.132154 0.41 0.08 0.23
S -2.112257 -0.618299 3.659720 1.08 8.92 6.42
O -0.884512 -0.661316 4.478429 -2.58 -1.39 -1.23
O -3.428525 -0.673077 4.268542 0.55 -2.15 0.20
F -2.157976 0.964290 3.487235 0.36 0.84 -1.02
C 5.106793 -1.341629 0.319794 -3.13 1.08 -2.84
F 5.814402 -0.263479 0.520788 1.22 0.92 0.80
F 5.881480 -2.220264 -0.320645 0.64 -0.76 -0.20
F 4.673633 -1.863807 1.417541 0.26 -0.80 1.96
S 3.518464 -0.819290 -0.733139 -1.33 -0.68 -1.82
O 3.700664 -1.406493 -2.074059 0.60 -0.58 1.26
O 2.383526 -1.447245 0.001832 1.89 0.89 -0.48
O 3.555687 0.622691 -0.838626 0.21 -0.46 1.19
C -3.896820 -1.247724 -3.680684 1.00 1.27 1.69
F -4.957330 -1.904846 -4.218598 1.10 0.37 -0.01
F -2.699130 -1.706785 -4.134935 -1.34 -0.83 0.21
F -3.880229 0.036154 -4.105385 -0.95 -0.48 -0.01
S -3.944404 -1.226662 -1.657856 0.52 -3.37 2.68
O -4.407575 0.060892 -1.221443 -0.88 0.88 -1.32
O -4.803544 -2.342008 -1.172494 0.37 1.44 -2.12
O -2.566603 -1.497691 -1.237729 -0.36 0.50 -1.62
C 1.489320 2.492536 4.277513 0.69 -1.34 -2.64
F 0.951293 3.527815 3.565218 1.20 0.13 1.16
F 2.492250 2.882056 5.152894 -1.66 0.27 -0.51
F 0.464240 1.935217 4.871592 -0.18 0.08 1.65
S 2.157086 1.209022 3.019752 0.28 -0.96 -2.99
O 2.500461 -0.033321 3.688121 -0.17 0.74 1.17
O 1.019626 1.039101 2.100092 0.46 0.61 1.29
O 3.307590 1.851118 2.388917 -0.55 0.44 1.09
O -2.547174 1.161669 0.446674 0.45 0.74 0.09
H -3.300298 0.903849 -0.084891 -0.19 -0.18 -0.33
H -2.415963 0.428879 1.048363 -0.21 -0.01 0.17
O -0.001999 -2.166138 -2.463798 0.38 -0.16 0.07
H -0.850373 -1.726525 -2.520636 -0.53 0.19 0.08
H -0.044209 -2.855773 -3.126260 0.08 -0.07 -0.07


23
Properties=species:S:1:pos:R:3:forces:R:3 method="wB97M-V/def2-TZVPD" spin_multiplicity=1 total_charge=+2 e_tot_ev=-23961.2907 max_force_ev_per_a=9.3 orbital_gap_ev=4.25
C 2.984318 -0.795065 -1.168727 0.37 0.41 -0.80
O 3.011639 -0.750988 0.308264 -3.62 -0.14 -0.04
C 1.621635 -0.663235 0.857616 1.87 -0.36 0.64
C 1.041081 0.885472 0.836026 -0.63 -2.24 -3.38
C -0.611968 0.829465 0.829867 1.27 -3.28 -3.47
P -1.396093 1.202390 -0.872165 -1.23 -1.19 1.12
C -2.506057 -0.350617 -1.230378 0.25 -1.34 1.14
C -3.586987 -0.581059 0.006833 -2.46 5.19 3.11
O -4.116920 0.461142 0.697869 3.93 -6.49 -4.57
H 3.996827 -1.270824 -1.547893 -2.22 0.95 0.99
H 2.957446 0.328927 -1.532268 -0.11 -2.32 0.33
H 2.059420 -1.430220 -1.552827 1.99 1.35 0.70
H 1.675704 -1.056364 1.976535 -0.04 0.97 -2.32
H 0.867066 -1.375959 0.302759 1.28 1.55 0.71
H 1.334753 1.428992 1.856657 4.76 -2.69 -2.02
H 1.474092 1.543481 -0.033868 -0.66 -1.19 1.88
H -0.900299 -0.256791 1.194924 0.07 2.45 -0.36
H -1.024650 1.599312 1.631739 -3.61 -1.41 -1.98
H -0.421984 1.284389 -1.932211 0.08 -0.23 0.92
H -3.003164 -0.273719 -2.287026 0.88 -0.09 2.06
H -1.760750 -1.279748 -1.165991 -1.67 1.83 -0.52
H -3.878189 -1.670756 0.345534 0.59 2.01 -0.96
Hg 0.183080 2.191776 2.478732 -1.11 6.25 6.82


15
Properties=species:S:1:pos:R:3:forces:R:3 method="wB97M-V/def2-TZVPD" spin_multiplicity=1 e_tot_ev=-9764.3831 max_force_ev_per_a=3.2 relative_energy_ev=5.005 orbital_gap_ev="7.56 / 7.56"
C -0.997981 -1.548662 -0.228969 -0.06 1.02 0.59
C 0.299834 -1.335170 0.080012 -2.69 -0.62 -0.78
C 3.077780 0.038406 -0.381171 1.86 -2.38 1.07
C -1.641289 -0.203249 -0.210016 1.32 -0.84 0.48
C -0.576416 1.922668 0.421283 -1.69 1.57 0.93
N 3.628758 -0.879363 0.071889 -0.93 1.61 -0.83
N 0.597971 -0.041574 0.237430 1.00 1.68 0.80
N -0.516049 0.643949 0.175061 0.68 1.31 -0.91
H -1.682903 -2.333758 -0.348435 0.07 -1.52 -0.17
H 1.068404 -2.003028 0.220122 1.54 -1.53 0.09
H 2.623689 0.865439 -0.823764 -0.37 0.73 -0.35
H -2.208573 -0.000538 -1.060869 -0.09 1.00 -2.10
H -2.336561 0.002510 0.519275 -1.75 -0.29 2.21
H 0.293220 2.483488 0.848606 -0.90 -0.93 -0.67
H -1.629885 2.388884 0.479546 2.02 -0.83 -0.35